(1)
Molecular formula: C3H9OS
Method: DFT, the ωB97M-V functional and the def2-TZVPD basis

Calculated values
**E_tot**: -16137.533 eV
**Highest occupied orbital energy**: -0.60 eV
**Net charge**: -1
**Largest force on an atom**: 0.0318 hartree/bohr
**Energy relative to the best compared isomer or geometry (same formula, charge and spin)**: 81.3 kcal per mole
**Kohn-Sham gap**: 0.168 Ha
**E_LUMO**: 4.0 eV

Element x y z (Å)
C 1.899 1.688 0.687
O 1.096 2.394 -0.290
H 2.797 1.382 0.149
H 1.305 0.889 1.129
H 2.154 2.436 1.443
C -2.078 -0.733 0.311
S -0.388 -0.519 -0.275
C -0.053 -2.135 -0.913
H -2.575 0.228 0.202
H -2.588 -1.414 -0.365
H -2.133 -1.097 1.340
H 0.930 -2.154 -1.374
H 0.508 1.704 -0.672
H -0.874 -2.667 -1.373

Forces on atoms 1 to 3 (eV/Å):
-0.55 1.33 -0.79
-0.33 -0.70 0.19
0.17 -0.54 0.49

***

(2)
Molecular formula: ClH18O9
Method: DFT, the ωB97M-V functional and the def2-TZVPD basis

Calculated values
**E_tot**: -31235.952 eV
**Highest occupied orbital energy**: -6.18 eV
**Net charge**: -1
**Largest force on an atom**: 0.1078 hartree/bohr
**Energy relative to the best compared isomer or geometry (same formula, charge and spin)**: 249.1 kcal per mole
**Kohn-Sham gap**: 0.341 Ha
**E_LUMO**: 3.1 eV

Element x y z (Å)
Cl -14.830 -24.394 -6.923
O -16.277 -26.210 -5.759
H -15.469 -26.723 -5.726
H -15.996 -25.337 -6.033
O -13.454 -25.601 -5.416
H -13.880 -26.457 -5.451
H -14.158 -24.975 -5.585
O -14.666 -21.974 -6.244
H -14.513 -22.767 -6.759
H -14.479 -21.256 -6.848
O -12.153 -24.554 -6.958
H -11.769 -25.010 -6.209
H -13.033 -24.313 -6.667
O -16.933 -22.632 -7.490
H -16.173 -23.173 -7.275
H -16.573 -21.902 -7.993
O -13.926 -26.557 -7.669
H -14.162 -25.904 -7.010
H -13.854 -27.377 -7.180
O -15.227 -25.214 -9.197
H -15.136 -24.576 -8.489
H -15.495 -26.022 -8.759
O -13.536 -23.605 -9.069
H -13.723 -24.389 -9.585
H -13.336 -23.936 -8.193
O -16.185 -23.786 -5.048
H -17.002 -24.091 -5.444
H -15.613 -23.598 -5.792

Forces on atoms 1 to 3 (eV/Å):
-0.65 1.99 -2.69
-1.38 -2.45 0.55
-0.55 -0.24 -0.07

***

(3)
Molecular formula: C4H5N2S2
Method: DFT, the ωB97M-V functional and the def2-TZVPD basis

Calculated values
**E_tot**: -28869.744 eV
**Highest occupied orbital energy**: -13.87 eV
**Net charge**: +1
**Largest force on an atom**: 0.0592 hartree/bohr
**Energy relative to the best compared isomer or geometry (same formula, charge and spin)**: 31.7 kcal per mole
**Kohn-Sham gap**: 0.293 Ha
**E_LUMO**: -5.9 eV

Element x y z (Å)
C 0.282 -1.457 0.165
C 2.039 0.008 0.128
C -0.361 0.893 0.173
C -1.587 0.032 -0.265
N 0.751 -0.121 0.216
N -0.965 -1.315 -0.115
S 3.028 1.370 -0.078
S 3.486 -0.802 -0.097
H -0.121 1.803 -0.413
H -0.624 1.359 1.230
H -2.461 0.067 0.499
H -1.801 0.196 -1.321
H -1.665 -2.033 -0.122

Forces on atoms 1 to 3 (eV/Å):
-0.04 -0.77 -0.01
-0.79 1.70 -0.33
-0.91 1.89 2.21

***

(4)
Molecular formula: C48H45IIrN5O5S2
Method: DFT, the ωB97M-V functional and the def2-TZVPD basis

Calculated values
**E_tot**: -100807.286 eV
**⟨S²⟩**: 1.201
**Highest occupied orbital energy (spin up / spin down)**: -4.48 / -4.69 eV
**Net charge**: -1
**Largest force on an atom**: 0.0856 hartree/bohr
**Energy relative to the best compared isomer or geometry (same formula, charge and spin)**: 98.1 kcal per mole
**Kohn-Sham gap (spin up / spin down)**: 0.196 / 0.244 Ha
**Multiplicity**: 2
**E_LUMO (spin up / spin down)**: 0.9 / 1.9 eV

Element x y z (Å)
Ir 0.029 -0.084 0.060
O -0.337 0.929 4.167
C 0.144 1.176 3.063
O 0.316 0.323 2.140
C 0.652 2.603 2.838
C 0.833 3.340 4.008
C 1.287 4.645 4.001
C 1.542 5.268 2.785
C 1.370 4.564 1.613
C 0.953 3.222 1.613
S 0.944 2.488 0.035
H 0.605 2.839 4.938
H 1.438 5.175 4.932
H 1.884 6.296 2.758
H 1.566 5.033 0.657
C 7.214 -0.076 -0.933
C 6.545 1.078 -1.623
C 7.289 2.024 -2.314
C 6.685 3.099 -2.948
C 5.310 3.245 -2.877
C 4.544 2.318 -2.190
C 5.150 1.222 -1.574
N 4.407 0.253 -0.885
C 3.018 0.109 -0.929
N 2.544 0.112 -2.188
C 1.255 0.075 -2.747
C 0.085 0.137 -1.992
C -1.132 0.130 -2.670
C -1.193 0.048 -4.050
C -0.021 -0.026 -4.783
C 1.211 -0.006 -4.150
C 2.467 -0.085 -4.984
N 2.353 -0.136 0.146
C 2.956 0.087 1.405
C 3.480 1.349 1.704
C 3.965 1.640 2.964
C 3.953 0.663 3.946
C 3.472 -0.601 3.645
C 2.978 -0.915 2.386
C 2.500 -2.297 2.081
H 8.272 -0.105 -1.185
H 6.757 -1.021 -1.230
H 7.126 0.017 0.152
H 8.365 1.913 -2.357
H 7.286 3.821 -3.483
H 4.824 4.088 -3.348
H 3.475 2.458 -2.106
H 4.814 -0.062 -0.016
H 3.277 0.172 -2.877
H -2.054 0.190 -2.107
H -2.152 0.043 -4.552
H -0.062 -0.100 -5.863
H 2.204 -0.218 -6.031
H 3.090 -0.933 -4.688
H 3.065 0.828 -4.908
H 3.457 2.117 0.943
H 4.335 2.634 3.179
H 4.306 0.884 4.944
H 3.468 -1.363 4.415
H 2.413 -2.889 2.990
H 3.195 -2.800 1.406
H 1.532 -2.256 1.587
C -2.882 -5.723 -1.561
C -3.133 -5.298 -0.115
N -3.192 -3.860 0.080
C -4.478 -3.188 0.058
C -4.794 -2.538 -1.290
C -2.029 -3.154 0.103
S -2.137 -1.465 0.454
N -0.920 -3.854 -0.055
C 0.276 -3.348 -0.349
O 0.519 -2.181 -0.749
C 1.381 -4.329 -0.341
C 2.624 -3.971 -0.870
C 3.655 -4.890 -0.921
C 3.472 -6.177 -0.432
C 2.251 -6.530 0.127
C 1.211 -5.620 0.166
H -2.858 -6.811 -1.623
H -1.924 -5.328 -1.890
H -3.663 -5.352 -2.222
H -2.313 -5.671 0.500
H -4.073 -5.722 0.246
H -4.473 -2.413 0.826
H -5.248 -3.920 0.308
H -4.013 -1.823 -1.538
H -5.745 -2.008 -1.238
H -4.852 -3.284 -2.081
H 2.751 -2.963 -1.240
H 4.613 -4.608 -1.340
H 4.281 -6.893 -0.484
H 2.123 -7.526 0.532
H 0.253 -5.879 0.592
I -8.331 3.995 0.949
C -6.346 3.394 0.527
C -5.803 2.322 1.214
C -4.490 1.960 0.959
C -3.730 2.683 0.045
C -4.303 3.740 -0.653
C -5.620 4.098 -0.420
C -2.255 2.381 -0.095
O -1.570 3.312 -0.517
O -1.905 1.224 0.277
H -6.388 1.784 1.947
H -4.034 1.128 1.476
H -3.702 4.279 -1.372
H -6.065 4.921 -0.962

Forces on atoms 1 to 3 (eV/Å):
1.64 4.03 -0.67
0.08 -0.03 -0.16
-0.26 0.33 0.46

***

(5)
Molecular formula: C21H25BClN6O3Pt
Method: DFT, the ωB97M-V functional and the def2-TZVPD basis

Calculated values
**E_tot**: -53716.879 eV
**Highest occupied orbital energy**: -5.03 eV
**Net charge**: -1
**Largest force on an atom**: 0.0177 hartree/bohr
**Energy relative to the best compared isomer or geometry (same formula, charge and spin)**: 15.8 kcal per mole
**Kohn-Sham gap**: 0.289 Ha
**E_LUMO**: 2.8 eV

Element x y z (Å)
Pt -0.101 1.008 1.237
B -0.770 -0.509 4.381
N -1.666 -0.853 3.163
C -2.575 -1.822 3.057
C -3.349 -1.585 1.931
C -2.812 -0.418 1.394
N -1.800 0.013 2.148
N 0.675 -0.161 3.929
C 1.784 -0.628 4.508
C 2.877 0.054 4.011
C 2.326 0.949 3.099
N 0.996 0.825 3.066
H -0.708 -1.492 5.080
H -1.239 0.446 4.956
H -2.629 -2.597 3.801
H -4.175 -2.169 1.564
H -3.084 0.131 0.506
H 1.715 -1.418 5.235
H 3.913 -0.082 4.266
H 2.815 1.666 2.468
C 2.509 -2.047 -1.788
C 1.276 -2.940 -1.851
C -0.039 -2.149 -1.833
C -1.226 -3.140 -1.804
C -2.602 -2.492 -1.750
C -0.159 -1.352 -3.113
O 0.081 -1.815 -4.214
N -0.625 -0.085 -2.957
C -0.842 0.608 -1.747
O -1.343 1.712 -1.824
N -0.474 0.008 -0.582
C -0.085 -1.303 -0.548
O 0.224 -1.861 0.491
H 3.422 -2.644 -1.835
H 2.529 -1.477 -0.858
H 2.531 -1.346 -2.626
H 1.262 -3.618 -0.998
H 1.287 -3.533 -2.768
H -1.075 -3.773 -0.927
H -1.141 -3.769 -2.694
H -2.722 -1.903 -0.842
H -3.379 -3.259 -1.754
H -2.776 -1.840 -2.607
H -0.809 0.458 -3.788
Cl -0.922 4.232 0.918
C 0.001 4.078 -0.551
C -0.299 4.960 -1.573
C 0.387 4.887 -2.776
C 1.375 3.929 -2.934
C 1.668 3.065 -1.891
C 0.993 3.103 -0.667
C 1.387 2.163 0.427
H -1.077 5.695 -1.422
H 0.147 5.573 -3.578
H 1.918 3.853 -3.868
H 2.438 2.312 -2.020
H 1.723 2.769 1.279
H 2.245 1.582 0.074

Forces on atoms 1 to 3 (eV/Å):
0.21 -0.78 0.43
-0.09 0.00 0.03
0.17 0.09 0.08

***

(6)
Molecular formula: C2H9N3
Method: DFT, the ωB97M-V functional and the def2-TZVPD basis

Calculated values
**E_tot**: -6689.638 eV
**Highest occupied orbital energy**: -9.05 eV
**Net charge**: 0
**Largest force on an atom**: 0.0910 hartree/bohr
**Energy relative to the best compared isomer or geometry (same formula, charge and spin)**: 20.1 kcal per mole
**Kohn-Sham gap**: 0.363 Ha
**Structure (SMILES)**: N=C(N)N.C
**E_LUMO**: 0.8 eV

Element x y z (Å)
N 0.835 0.331 1.071
C 0.769 0.545 -0.207
N -0.311 1.266 -0.721
N 1.898 0.665 -1.016
H 1.773 0.421 1.457
H -0.425 1.208 -1.723
H -1.167 1.016 -0.248
H 2.788 0.571 -0.552
H 1.906 1.414 -1.693
C -1.627 -1.507 0.751
H -0.614 -1.005 0.405
H -2.304 -0.734 1.091
H -1.512 -2.235 1.544
H -2.010 -1.957 -0.158

Forces on atoms 1 to 3 (eV/Å):
-0.63 -0.02 -0.92
2.25 3.56 2.05
-0.43 -1.40 -0.36